Density functional theory data (ωB97M-V with the def2-TZVPD basis set) for a 3-piece molecular cluster, C20H42BO6 overall.

Geometry as ORCA input:
```
! wB97M-V def2-TZVPD RIJCOSX def2/J DEFGRID3
* xyz -1 1
C 7.20 -0.56 4.17
C 7.87 -0.08 2.88
C 7.49 -0.92 1.65
C 6.44 -0.25 0.77
C 5.78 -1.17 -0.27
C 4.27 -0.97 -0.32
C 3.55 -1.56 0.90
C 2.37 -0.73 1.38
C 1.60 -1.40 2.51
C 0.75 -0.48 3.38
C -0.45 0.18 2.69
C -0.94 1.41 3.45
O -0.18 2.47 2.96
B 0.18 2.14 1.54
O -0.18 0.68 1.41
H 7.33 -1.63 4.29
H 6.12 -0.36 4.15
H 7.61 -0.06 5.05
H 8.95 -0.05 3.02
H 7.57 0.96 2.70
H 7.10 -1.89 1.98
H 8.39 -1.14 1.06
H 5.67 0.18 1.42
H 6.90 0.61 0.26
H 6.22 -1.02 -1.26
H 5.99 -2.21 0.00
H 4.05 0.10 -0.37
H 3.87 -1.40 -1.24
H 3.21 -2.58 0.68
H 4.28 -1.67 1.72
H 1.70 -0.50 0.55
H 2.73 0.25 1.72
H 0.97 -2.20 2.10
H 2.33 -1.90 3.17
H 0.35 -1.08 4.21
H 1.38 0.30 3.82
H -1.25 -0.58 2.62
H -2.03 1.55 3.28
H -0.79 1.31 4.54
H -0.49 2.78 0.71
H 1.39 2.35 1.36
O -2.22 1.77 -4.44
C -2.34 1.41 -3.29
O -1.27 0.98 -2.63
C -1.31 0.56 -1.24
C -1.76 -0.88 -1.12
C -3.70 1.37 -2.63
H -1.93 1.24 -0.66
H -0.30 0.69 -0.87
H -2.78 -1.03 -1.47
H -1.71 -1.16 -0.06
H -1.09 -1.54 -1.68
H -4.17 0.42 -2.88
H -4.31 2.16 -3.07
H -3.70 1.47 -1.55
O -7.49 0.80 -1.14
C -7.84 0.44 -2.22
O -6.91 0.12 -3.14
C -7.22 -0.43 -4.42
C -7.58 0.64 -5.43
C -9.31 0.37 -2.60
H -8.00 -1.19 -4.33
H -6.31 -0.94 -4.72
H -8.50 1.17 -5.15
H -7.74 0.19 -6.41
H -6.77 1.36 -5.50
H -9.60 1.36 -2.96
H -9.87 0.17 -1.69
H -9.55 -0.36 -3.36
*
```

Results
E, eV: -34385.330
Maximum force, eV/A: 0.28
LUMO, hartree: 0.0772
Highest occupied orbital energy, eV: -3.9

Let us look at the Mulliken charges, expressed in e, one per atom: number 1, C, carries -1.19; number 2, C, carries -0.52; number 3, C, carries -0.62; number 4, C, carries -0.55; number 5, C, carries -1.01; number 6, C, carries -0.93; number 7, C, carries -0.63; number 8, C, carries 0.38; number 9, C, carries -0.83; number 10, C, carries -1.05; number 11, C, carries 0.10; number 12, C, carries -0.61; number 13, O, carries -0.67; number 14, B, carries 1.31; number 15, O, carries -0.96; number 16, H, carries 0.32; number 17, H, carries 0.25; number 18, H, carries 0.37; number 19, H, carries 0.36; number 20, H, carries 0.31; number 21, H, carries 0.41; number 22, H, carries 0.30; number 23, H, carries 0.31; number 24, H, carries 0.41; number 25, H, carries 0.42; number 26, H, carries 0.37; number 27, H, carries 0.38; number 28, H, carries 0.47; number 29, H, carries 0.35; number 30, H, carries 0.24; number 31, H, carries -0.19; number 32, H, carries 0.24; number 33, H, carries 0.24; number 34, H, carries 0.42; number 35, H, carries 0.33; number 36, H, carries 0.35; number 37, H, carries 0.21; number 38, H, carries 0.24; number 39, H, carries 0.32; number 40, H, carries -0.34; number 41, H, carries -0.31; number 42, O, carries -0.64; number 43, C, carries 0.62; number 44, O, carries -0.40; number 45, C, carries 0.10; number 46, C, carries -0.94; number 47, C, carries -0.66; number 48, H, carries 0.34; number 49, H, carries 0.04; number 50, H, carries 0.29; number 51, H, carries 0.24; number 52, H, carries 0.27; number 53, H, carries 0.09; number 54, H, carries 0.36; number 55, H, carries 0.30; number 56, O, carries -0.54; number 57, C, carries 0.79; number 58, O, carries -0.34; number 59, C, carries -0.41; number 60, C, carries -0.99; number 61, C, carries -1.04; number 62, H, carries 0.37; number 63, H, carries 0.34; number 64, H, carries 0.27; number 65, H, carries 0.37; number 66, H, carries 0.30; number 67, H, carries 0.27; number 68, H, carries 0.31; number 69, H, carries 0.32